A molecular structure, C29H26GdN2O3S4 at a distorted geometry. Source: the OMol25 dataset; level of theory: the ωB97M-V functional and the def2-TZVPD basis.

Structure (XYZ):
```
65
Properties=species:S:1:pos:R:3:lowdin_spin:R:1
Gd -1.20 0.47 -0.22 5.239
O -2.22 1.13 2.19 0.014
C -2.79 2.37 2.62 0.001
C -1.67 3.35 2.94 0.000
C -0.73 3.57 1.76 0.000
C -1.46 4.04 0.53 0.000
C -2.04 5.30 0.49 0.000
C -2.72 5.71 -0.65 0.000
C -2.75 4.86 -1.74 0.000
C -2.11 3.63 -1.63 0.000
N -1.51 3.21 -0.52 -0.004
H -2.93 0.48 2.18 0.007
H -3.39 2.21 3.52 0.000
H -3.44 2.77 1.83 0.000
H -1.10 2.96 3.79 0.000
H -2.14 4.29 3.24 0.000
H -0.20 2.65 1.52 0.001
H 0.01 4.32 2.04 0.000
H -1.96 5.96 1.35 0.000
H -3.20 6.68 -0.68 0.000
H -3.26 5.11 -2.65 0.000
H -2.09 2.96 -2.48 0.000
S -4.81 1.91 -3.04 -0.011
C -3.76 1.07 -2.08 -0.001
S -2.34 0.30 -2.74 -0.064
S -3.97 0.95 -0.36 0.003
O -0.24 -8.08 0.73 0.024
C -0.92 -7.12 0.05 0.115
O -1.54 -7.45 -0.93 0.140
C -0.84 -5.74 0.56 0.302
C -0.11 -5.34 1.68 0.129
C -0.07 -4.02 2.07 0.131
C -0.74 -3.02 1.35 0.319
S -0.67 -1.38 1.88 0.474
C -1.49 -3.43 0.23 0.154
C -1.54 -4.75 -0.15 0.086
H 0.20 -7.70 1.49 0.000
H 0.45 -6.06 2.27 0.009
H 0.50 -3.73 2.94 0.002
H -2.03 -2.68 -0.34 0.005
H -2.12 -5.05 -1.01 0.004
N 0.88 1.28 -0.26 -0.102
C 1.85 0.56 -0.60 -0.001
C 3.27 1.05 -0.60 -0.007
C 4.24 0.48 -1.42 0.001
C 5.54 0.98 -1.43 -0.001
C 5.88 2.05 -0.61 0.002
C 4.91 2.62 0.21 0.000
C 3.62 2.13 0.21 0.001
C 1.66 -0.87 -1.05 0.004
C 0.84 -1.16 -2.15 0.006
C 0.65 -2.48 -2.53 0.003
C 1.24 -3.51 -1.82 0.007
C 2.02 -3.23 -0.71 0.002
C 2.23 -1.91 -0.33 0.005
H 3.98 -0.35 -2.06 0.000
H 6.28 0.53 -2.07 0.000
H 6.89 2.43 -0.62 0.000
H 5.18 3.45 0.85 0.000
H 2.85 2.57 0.83 0.000
H 0.47 -0.36 -2.77 0.001
H 0.04 -2.70 -3.40 0.000
H 1.08 -4.54 -2.13 0.001
H 2.48 -4.03 -0.15 0.001
H 2.85 -1.69 0.53 0.001
```

The value obtained for the total energy is -103792.9878 eV. Its net charge is -1. For the energy above the lowest of the compared OMol25 structures with the same formula, charge and spin, the calculation gives 132.5 kcal/mol. For the HOMO energy (spin up / spin down), the calculation gives -2.15 / -4.66 eV. Its spin multiplicity is 8.


2 unconnected molecules or ions with the total composition C29H26N3O at a distorted geometry. Source: the OMol25 dataset; level of theory: the ωB97M-V functional and the def2-TZVPD basis.

Structure (XYZ):
```
59
Properties=species:S:1:pos:R:3:lowdin_charge:R:1
C -6.47 -0.80 1.17 -0.067
N -5.47 -0.14 1.97 -0.247
C -5.93 0.15 3.32 -0.071
C -4.10 -0.23 1.68 -0.224
C -3.48 0.72 0.84 0.032
C -2.12 0.65 0.58 -0.008
C -1.32 -0.39 1.10 -0.137
C 0.11 -0.33 0.98 0.049
C 0.97 -1.49 1.17 -0.108
C 2.22 -1.04 1.68 -0.090
C 3.15 -1.93 2.20 0.018
C 2.88 -3.31 2.10 -0.023
C 1.66 -3.76 1.56 -0.040
C 0.68 -2.85 1.15 0.008
C 2.20 0.42 1.72 -0.097
C 0.93 0.86 1.23 -0.081
C 0.63 2.23 1.32 0.027
C 1.62 3.12 1.77 -0.043
C 2.85 2.67 2.25 -0.031
C 3.13 1.30 2.27 0.012
C -1.98 -1.39 1.87 0.019
C -3.33 -1.29 2.18 0.025
H -6.04 -1.10 0.20 0.093
H -6.86 -1.70 1.68 0.088
H -7.31 -0.12 1.00 0.090
H -5.12 0.60 3.90 0.094
H -6.77 0.86 3.26 0.092
H -6.29 -0.76 3.82 0.086
H -4.11 1.52 0.43 0.131
H -1.65 1.41 -0.04 0.116
H 4.05 -1.55 2.66 0.121
H 3.62 -4.03 2.43 0.120
H 1.48 -4.83 1.48 0.116
H -0.30 -3.20 0.84 0.119
H -0.36 2.60 1.07 0.108
H 1.43 4.19 1.74 0.116
H 3.60 3.38 2.60 0.120
H 4.05 0.90 2.68 0.120
H -1.43 -2.22 2.28 0.109
H -3.84 -2.05 2.78 0.134
C 5.26 1.77 -2.67 -0.061
O 4.61 1.71 -3.97 -0.097
C 3.35 1.20 -4.06 -0.264
C 2.65 0.73 -2.91 0.045
C 1.36 0.25 -3.08 -0.233
C 0.87 0.17 -4.40 -0.229
C 1.52 0.63 -5.52 -0.010
C 2.79 1.17 -5.36 0.011
N -0.38 -0.39 -4.29 0.095
C -0.64 -0.63 -2.97 -0.148
N 0.38 -0.23 -2.21 0.105
H 6.22 2.23 -2.90 0.095
H 4.69 2.39 -1.95 0.090
H 5.39 0.76 -2.24 0.094
H 3.11 0.73 -1.93 0.096
H 1.03 0.58 -6.49 0.116
H 3.36 1.57 -6.19 0.118
H -1.01 -0.58 -5.07 0.166
H -1.56 -1.13 -2.70 0.119
```

The value obtained for the total energy is -37005.3876 eV. Its net charge is +1. For the energy above the lowest of the compared OMol25 structures with the same formula, charge and spin, the calculation gives 0.0 kcal/mol. For the HOMO energy, the calculation gives -10.04 eV. Its spin multiplicity is 1.


A molecular structure, C29H27AsF7MgN7O3SSi2. Source: the OMol25 dataset; level of theory: the ωB97M-V functional and the def2-TZVPD basis.

Structure (XYZ):
```
78
Properties=species:S:1:pos:R:3:lowdin_charge:R:1
Mg 1.43 -0.16 2.03 0.569
N 1.64 0.21 5.35 0.142
C 2.83 -0.24 4.79 -0.266
C 3.92 -0.42 5.65 0.005
C 5.11 -0.87 5.13 -0.036
C 5.20 -1.14 3.76 -0.035
C 4.09 -0.93 2.99 -0.088
N 2.92 -0.48 3.48 0.067
C 0.35 0.37 4.87 -0.268
C -0.63 0.71 5.81 0.007
C -1.93 0.88 5.40 -0.034
C -2.24 0.71 4.05 -0.031
C -1.22 0.38 3.19 -0.094
N 0.06 0.21 3.58 0.070
H 1.72 0.37 6.34 0.139
H 3.82 -0.21 6.71 0.119
H 5.96 -1.02 5.78 0.119
H 6.11 -1.51 3.32 0.116
H 4.10 -1.13 1.92 0.126
H -0.36 0.83 6.86 0.120
H -2.70 1.14 6.11 0.120
H -3.25 0.83 3.68 0.116
H -1.41 0.24 2.14 0.085
F 1.75 2.55 2.92 0.115
C 1.87 3.22 1.75 -0.653
F 0.90 4.12 1.68 0.171
F 3.05 3.82 1.73 0.173
S 1.74 2.00 0.37 0.491
O 2.06 2.72 -0.81 -0.233
O 2.63 0.91 0.79 -0.312
O 0.34 1.51 0.52 -0.491
C -3.03 1.28 -0.13 -0.212
Si -2.32 -0.26 -0.95 0.353
C -2.32 -1.69 0.26 -0.194
C -3.30 -0.74 -2.47 -0.185
As -0.05 0.31 -1.57 1.199
Si -0.55 2.34 -2.86 0.361
C -2.05 2.12 -3.95 -0.208
C 0.98 2.67 -3.86 -0.212
C -0.89 3.70 -1.61 -0.205
H -3.98 1.02 0.34 0.038
H -3.22 2.07 -0.85 0.020
H -2.37 1.69 0.64 0.009
H -3.18 -1.60 0.93 0.039
H -1.42 -1.77 0.87 -0.007
H -2.42 -2.63 -0.28 0.031
H -4.35 -0.45 -2.31 0.048
H -3.28 -1.82 -2.60 0.026
H -2.97 -0.29 -3.40 0.010
H -1.93 1.31 -4.67 0.018
H -2.13 3.05 -4.54 0.046
H -2.98 2.00 -3.40 0.020
H 1.21 1.82 -4.50 -0.003
H 1.83 2.90 -3.23 0.017
H 0.78 3.52 -4.52 0.044
H -1.90 4.09 -1.75 0.033
H -0.19 4.52 -1.78 0.041
H -0.80 3.40 -0.56 -0.006
F -1.72 -4.57 -1.96 0.121
C -0.90 -3.64 -2.45 -0.171
C -1.23 -3.07 -3.66 -0.181
F -2.30 -3.57 -4.29 0.101
C -0.49 -2.02 -4.25 -0.075
C 0.62 -1.61 -3.46 -0.258
C 0.99 -2.28 -2.29 -0.293
F 2.14 -1.91 -1.71 0.081
C 0.22 -3.27 -1.70 -0.092
C 0.52 -3.76 -0.35 -0.199
C 0.83 -2.82 0.59 -0.183
N 1.02 -1.95 1.35 0.114
C 0.38 -5.11 0.08 -0.227
N 0.28 -6.19 0.46 0.128
F 1.57 -0.83 -4.03 0.061
C -0.80 -1.48 -5.52 -0.199
C -1.86 -1.95 -6.34 -0.237
N -2.70 -2.29 -7.05 0.142
C -0.08 -0.39 -6.07 -0.239
N 0.46 0.53 -6.52 0.156
```

The value obtained for the total energy is -158983.1532 eV. For the energy above the lowest of the compared OMol25 structures with the same formula, charge and spin, the calculation gives 15.1 kcal/mol. For the HOMO energy (spin up / spin down), the calculation gives -6.57 / -6.57 eV. Its spin multiplicity is 1.